The following is a DFT calculation (wB97M-V/def2-TZVPD) of a structure of composition C14H17CuN5OS.

Last column: Mulliken charge in e.
Cartesian coordinates (Å):
Cu 0.140 0.370 0.513  -0.7628
C 0.072 2.713 -3.126  -1.6731
C 0.159 1.697 -2.036  1.4017
N 0.182 1.951 -0.783  -0.0825
N 0.140 3.216 -0.289  -0.0164
C 0.139 3.376 1.060  0.6713
N 0.123 4.619 1.510  -0.3395
S 0.147 2.054 2.121  -0.4112
C 0.239 0.240 -2.341  0.4442
C 0.426 -0.247 -3.616  -0.6870
C 0.516 -1.623 -3.802  -0.5044
C 0.404 -2.462 -2.711  -0.8184
C 0.216 -1.899 -1.457  -0.0875
N 0.144 -0.581 -1.275  0.2471
H -0.409 3.634 -2.801  0.4895
H -0.508 2.327 -3.961  0.4402
H 1.071 2.959 -3.496  0.3733
H 0.113 4.007 -0.916  0.1732
H 0.152 5.427 0.908  0.2036
H 0.117 4.778 2.506  0.2521
H 0.509 0.425 -4.459  0.3882
H 0.671 -2.027 -4.794  0.4545
H 0.456 -3.537 -2.819  0.4420
H 0.102 -2.515 -0.573  0.4169
O 1.963 -0.721 1.281  -0.4309
C 1.590 -1.403 2.483  -0.7207
C 0.125 -1.777 2.466  1.0043
C -0.366 -2.803 3.254  -0.9195
C -1.729 -3.049 3.268  -0.3037
C -2.569 -2.264 2.490  -0.7784
C -2.011 -1.265 1.722  -0.1783
N -0.689 -1.027 1.707  0.4184
H 2.467 -1.304 0.703  0.3379
H 1.771 -0.716 3.310  0.2756
H 2.209 -2.283 2.642  0.4966
H 0.315 -3.395 3.853  0.4767
H -2.133 -3.846 3.879  0.4340
H -3.638 -2.422 2.478  0.4442
H -2.626 -0.628 1.099  0.4286

Values from the calculation:
Calculated total energy   -79753.7025 eV
Net charge   +2
2S+1   2
LUMO energy (alpha / beta)   -6.95 / -7.31 eV

=====

The following is a DFT calculation (wB97M-V/def2-TZVPD) of a structure of composition C14H17GaN2O6S2.

Last column: Mulliken charge in e.
Cartesian coordinates (Å):
Ga 0.336 -0.480 0.267  1.5480
C -3.206 -0.267 -1.693  -1.7415
C -2.344 -1.225 -0.877  1.4904
C -3.101 -2.463 -0.404  -1.6830
O -1.773 -0.533 0.254  -0.2960
C -1.147 -1.709 -1.747  0.2510
O -1.350 -2.158 -2.846  -0.6465
O 0.018 -1.604 -1.198  -0.5149
H -4.123 -0.013 -1.163  0.4042
H -3.457 -0.740 -2.639  0.3985
H -2.645 0.645 -1.899  0.3776
H -3.997 -2.189 0.154  0.4390
H -2.450 -3.063 0.232  0.3301
H -3.387 -3.056 -1.267  0.4001
H -2.470 -0.268 0.865  0.2675
N 0.649 2.261 -1.248  -0.6593
C 0.507 1.287 -0.658  -0.2069
O 1.527 -3.809 2.598  -0.6547
S 0.327 -3.083 2.863  1.0727
O -0.924 -3.763 2.726  -0.6577
N 0.297 -1.669 1.970  0.2195
C 0.352 -0.602 2.729  0.5607
O 0.340 0.530 2.196  -0.7590
C 0.436 -0.862 4.171  -0.0726
C 0.508 0.064 5.202  -0.5000
C 0.559 -0.411 6.505  -0.6328
C 0.540 -1.775 6.765  -0.4661
C 0.483 -2.701 5.727  -0.6372
C 0.426 -2.222 4.440  0.1843
H 0.528 1.119 4.980  0.5432
H 0.611 0.294 7.323  0.4098
H 0.567 -2.126 7.786  0.4127
H 0.478 -3.760 5.923  0.4761
C 2.931 -0.844 -1.720  -0.8835
S 2.820 -0.987 0.086  0.0481
C 3.611 0.597 0.528  -0.8751
H 3.978 -0.804 -1.999  0.4311
H 2.406 0.045 -2.063  0.3016
H 2.461 -1.730 -2.133  0.3183
H 3.118 1.431 0.034  0.3015
H 4.655 0.542 0.232  0.3897
H 3.536 0.710 1.604  0.3111

Values from the calculation:
Calculated total energy   -104107.8382 eV
Net charge   0
LUMO energy   -0.49 eV

=====

The following is a DFT calculation (wB97M-V/def2-TZVPD) of the ion C14H17N2O with charge -1.

Last column: Mulliken charge in e.
Cartesian coordinates (Å):
C -3.788 0.447 -2.492  -1.0786
N -2.720 -0.467 -2.201  0.0460
C -3.059 -1.856 -2.460  -0.9627
C -1.739 -0.021 -1.336  0.2878
O -1.793 1.156 -0.902  -0.7979
C -0.642 -0.873 -0.969  -0.6981
C -0.163 -0.898 0.412  -0.5413
C 1.316 -0.793 0.688  2.4863
C 1.776 -1.981 1.581  -1.7013
C 2.054 -0.924 -0.601  -0.2195
N 2.676 -1.044 -1.583  -0.7386
C 1.734 0.593 1.226  -0.1434
C 2.460 0.699 2.421  -0.3887
C 2.685 1.949 2.985  -0.6858
C 2.390 3.102 2.261  -0.3366
C 1.804 3.002 0.986  -0.6985
C 1.443 1.739 0.486  -0.1758
H -3.394 1.458 -2.499  0.2962
H -4.213 0.190 -3.460  0.3369
H -4.581 0.397 -1.741  0.3116
H -2.187 -2.499 -2.329  0.3310
H -3.878 -2.215 -1.815  0.2578
H -3.400 -1.925 -3.497  0.3097
H -0.340 -1.660 -1.652  0.2577
H -0.440 -1.934 0.689  0.0293
H -0.734 -0.173 1.033  0.3430
H 1.811 -1.776 2.657  0.3652
H 1.068 -2.799 1.401  0.4497
H 2.757 -2.316 1.222  0.3406
H 2.846 -0.207 2.894  0.3617
H 3.091 1.995 3.999  0.3432
H 2.568 4.088 2.704  0.3245
H 1.626 3.891 0.385  0.3586
H 0.968 1.649 -0.496  0.3299

Values from the calculation:
Calculated total energy   -19820.6691 eV
SMILES   CN(C)/C([O-])=C/C[C@@](C)(C#N)c1ccccc1
Net charge   -1
LUMO energy   3.23 eV

=====

The following is a DFT calculation (wB97M-V/def2-TZVPD) of a structure of composition C14H17N2O6PdSb.

Last column: Mulliken charge in e.
Cartesian coordinates (Å):
Pd 0.259 0.311 -0.849  0.1303
O 0.176 -3.765 1.278  -0.4480
C 0.244 -2.523 0.783  0.0526
O 0.997 -2.212 -0.106  -0.4871
C -0.688 -1.582 1.469  0.3569
C -1.535 -1.964 2.490  -0.5665
C -2.381 -1.005 3.036  -0.4843
C -2.352 0.285 2.541  -0.7109
C -1.479 0.584 1.503  0.1385
N -0.666 -0.336 1.005  0.8107
C -1.437 1.983 0.884  0.5315
O -2.047 2.861 1.469  -0.6930
O -0.754 2.100 -0.197  -0.5583
H 0.788 -4.312 0.768  0.3745
H -1.540 -2.987 2.835  0.5746
H -3.060 -1.272 3.834  0.4304
H -2.987 1.076 2.915  0.5849
O -2.940 -1.951 -1.104  -0.6691
C -2.406 -1.412 -2.050  0.1366
C -2.904 -1.457 -3.500  -0.4046
C -1.833 -0.708 -4.299  -0.4674
C -0.878 -0.243 -3.220  0.6605
O 0.143 0.441 -3.351  -0.6815
N -1.256 -0.674 -2.004  -0.0872
H -3.881 -0.976 -3.539  0.2417
H -3.040 -2.494 -3.803  0.2668
H -2.208 0.152 -4.852  0.2771
H -1.295 -1.341 -5.005  0.2537
C 1.821 2.756 1.771  -1.3197
Sb 2.430 1.397 0.260  0.8737
C 3.937 2.537 -0.716  -1.1683
C 3.623 0.075 1.430  -1.2840
H 2.685 3.204 2.259  0.4588
H 1.227 2.219 2.510  0.3357
H 1.195 3.528 1.327  0.3823
H 4.651 2.918 0.013  0.3374
H 3.477 3.370 -1.244  0.3621
H 4.454 1.907 -1.438  0.3427
H 4.397 0.618 1.971  0.4101
H 4.084 -0.669 0.783  0.3756
H 2.980 -0.439 2.145  0.3304

Values from the calculation:
Calculated total energy   -40076.9790 eV
Net charge   0
2S+1   3
LUMO energy (alpha / beta)   -0.46 / -0.87 eV

=====

The following is a DFT calculation (wB97M-V/def2-TZVPD) of the molecule C14H17N3O2S2.

Last column: Mulliken charge in e.
Cartesian coordinates (Å):
C -4.139 -1.934 0.959  -1.3940
C -2.713 -1.483 0.653  -0.0165
O -2.631 -0.401 -0.248  -0.2382
C -3.142 0.816 0.244  -0.7475
C -2.571 1.960 -0.590  -0.4117
C -1.095 2.066 -0.473  0.4466
N -0.356 2.690 -1.317  -0.5542
N 0.941 2.676 -1.031  -0.5092
C 1.205 2.024 0.051  0.1833
N 2.480 1.802 0.500  -0.0439
C 2.744 0.878 1.474  0.4105
O 1.880 0.446 2.201  -0.5862
C 4.176 0.414 1.511  -0.7873
S 4.648 -0.240 -0.146  -0.1109
C 3.041 -0.790 -0.713  0.2602
C 2.527 -0.251 -1.882  -0.5011
C 1.242 -0.579 -2.276  -0.5249
C 0.476 -1.436 -1.504  -0.2718
C 1.011 -1.997 -0.356  -0.3822
C 2.299 -1.686 0.041  -0.3528
S -0.187 1.352 0.855  -0.0159
H -4.111 -2.852 1.539  0.4324
H -4.674 -1.180 1.533  0.3312
H -4.678 -2.118 0.033  0.3294
H -2.192 -1.227 1.589  0.2996
H -2.169 -2.292 0.160  0.2016
H -4.240 0.833 0.177  0.3810
H -2.857 0.947 1.300  0.5146
H -3.026 2.901 -0.269  0.2933
H -2.818 1.807 -1.642  0.2834
H 3.221 2.128 -0.109  0.3530
H 4.865 1.234 1.712  0.4385
H 4.294 -0.362 2.266  0.4021
H 3.123 0.436 -2.464  0.4047
H 0.832 -0.139 -3.172  0.3708
H -0.541 -1.654 -1.791  0.3270
H 0.422 -2.674 0.245  0.3584
H 2.712 -2.116 0.941  0.4269

Values from the calculation:
Calculated total energy   -45029.3731 eV
SMILES   CCOCCc1nnc(NC(=O)CSc2ccccc2)s1
Net charge   0
LUMO energy   0.61 eV

=====

The following is a DFT calculation (wB97M-V/def2-TZVPD) of the molecule C14H17N3OS2.

Last column: Mulliken charge in e.
Cartesian coordinates (Å):
C 0.071 -2.152 -1.111  -0.7902
C 1.422 -2.075 -0.496  0.1576
C 2.134 -3.123 -0.008  -0.4529
S 3.657 -2.605 0.620  -0.2358
C 3.205 -0.963 0.158  0.4286
N 4.105 0.037 0.396  -0.1117
C 4.100 1.373 0.041  0.2696
O 5.078 2.038 0.287  -0.6229
C 2.840 1.914 -0.577  -0.4965
C 1.875 2.302 0.542  -0.6122
S 0.370 3.091 -0.115  -0.0958
C -0.695 1.638 -0.397  -0.3531
C -1.352 1.151 0.897  -0.7235
C -2.569 0.328 0.593  0.5370
C -3.800 0.934 0.351  -0.6000
C -4.893 0.137 0.061  -0.3426
C -4.724 -1.239 0.017  -0.5712
C -3.460 -1.747 0.263  -0.2173
N -2.413 -0.988 0.542  -0.4608
N 2.045 -0.865 -0.385  -0.1252
H -0.187 -3.186 -1.319  0.4102
H 0.053 -1.582 -2.038  0.3026
H -0.675 -1.729 -0.435  -0.0660
H 1.862 -4.158 0.024  0.4544
H 4.971 -0.258 0.836  0.2342
H 2.381 1.166 -1.222  0.3398
H 3.096 2.805 -1.152  0.4027
H 2.334 3.039 1.200  0.4039
H 1.570 1.432 1.121  0.2631
H -0.095 0.858 -0.859  -0.1168
H -1.451 1.983 -1.103  0.4994
H -0.645 0.546 1.466  0.3250
H -1.641 2.018 1.493  0.4087
H -3.893 2.008 0.398  0.3751
H -5.861 0.579 -0.127  0.4055
H -5.550 -1.897 -0.202  0.3769
H -3.267 -2.811 0.239  0.3999

Values from the calculation:
Calculated total energy   -42982.9511 eV
SMILES   Cc1csc(NC(=O)CCSCCc2ccccn2)n1
Net charge   0
LUMO energy   0.64 eV